ORCA calculation (ωB97M-V/def2-TZVPD) on a structure of composition C29H41N6O3PTm.

Geometry as XYZ:
```
81
Properties=species:S:1:pos:R:3:forces:R:3
Tm -1.526 -1.191 1.061 0.010 -2.219 -1.540
C -5.334 -1.999 0.826 1.508 -0.196 0.573
C -4.903 -0.678 1.418 0.778 1.198 0.416
C -5.838 0.351 1.385 -1.907 -0.884 -1.415
C -5.676 1.589 1.973 0.138 0.733 0.421
C -4.444 1.801 2.599 0.000 -2.735 0.114
C -3.467 0.752 2.621 -2.129 0.683 -1.724
N -3.639 -0.422 1.929 -1.131 -0.172 0.175
C -2.125 1.092 3.036 1.454 -0.242 -0.672
C -1.881 2.298 3.655 -0.309 -0.219 1.358
C -0.592 2.793 3.574 0.712 -0.385 0.629
C 0.469 2.007 3.130 -1.238 -0.743 0.107
C 0.179 0.708 2.663 0.209 1.550 -0.136
N -1.108 0.315 2.515 -0.148 1.956 1.974
C 1.239 -0.143 2.120 3.510 0.069 -0.188
C 2.624 0.187 2.291 -0.962 -0.640 0.766
C 3.681 -0.663 1.898 -1.594 0.980 0.030
C 3.281 -1.790 1.236 -0.094 -1.132 0.059
C 1.916 -2.029 0.956 1.016 0.135 -0.986
C 1.577 -3.122 -0.027 -0.073 0.373 -0.041
N 0.944 -1.226 1.370 -1.542 0.242 0.387
H -5.697 -1.839 -0.175 -0.014 0.017 -0.536
H -6.187 -2.451 1.369 0.740 0.169 0.047
H -4.419 -2.639 0.799 -1.127 0.021 -0.011
H -6.739 0.060 0.758 0.835 0.828 1.223
H -6.459 2.403 1.996 0.945 -1.186 -0.270
H -4.267 2.669 3.159 0.202 1.161 0.326
H -2.670 2.701 4.340 0.913 0.202 -1.167
H -0.328 3.752 3.967 -0.172 0.506 0.220
H 1.458 2.402 3.259 0.289 -0.087 -0.329
H 2.926 0.992 2.928 -0.205 0.585 0.020
H 4.702 -0.352 2.116 -0.198 -0.429 -0.104
H 3.987 -2.582 0.988 -0.076 0.335 -0.259
H 0.970 -2.691 -0.862 0.560 -0.352 0.489
H 1.011 -3.895 0.476 -0.240 -0.335 0.040
H 2.501 -3.576 -0.412 -0.486 0.178 -0.063
C -1.268 1.205 -0.784 0.667 0.933 0.560
O -1.375 -0.183 -0.990 -1.520 -1.850 -0.869
C -2.438 -0.621 -1.978 0.296 -0.125 0.710
C -2.338 -2.128 -2.043 1.664 -0.989 -1.383
O -2.331 -2.631 -0.668 -0.029 0.671 -0.463
C -2.008 -4.022 -0.472 0.116 0.419 -0.279
C -2.134 -4.311 0.991 -1.116 -0.266 0.819
O -1.543 -3.318 1.869 0.445 0.326 -1.328
C -1.162 -3.806 3.180 -0.399 0.343 0.441
H -0.444 1.631 -1.360 0.004 -0.134 0.098
H -2.187 1.687 -1.048 -0.594 0.451 -0.064
H -1.076 1.341 0.303 0.008 0.358 -0.648
H -3.441 -0.296 -1.624 0.691 0.037 -0.028
H -2.234 -0.205 -2.969 0.068 0.126 0.246
H -3.116 -2.589 -2.715 0.289 0.469 1.113
H -1.348 -2.422 -2.576 -1.359 0.450 1.163
H -2.726 -4.628 -1.004 -0.269 -0.321 -0.125
H -1.030 -4.236 -0.876 0.443 0.093 -0.109
H -3.205 -4.370 1.237 0.333 -0.097 0.136
H -1.675 -5.257 1.218 0.143 -0.538 -0.008
H -0.571 -4.729 3.128 -0.415 0.173 -0.145
H -0.538 -3.027 3.620 -0.058 -0.044 0.031
H -2.103 -3.889 3.745 0.551 -0.386 0.085
C 4.981 2.151 -4.235 0.271 0.888 0.648
N 3.601 2.590 -4.381 -0.962 -1.974 -1.367
C 3.388 3.826 -3.767 -1.062 2.281 0.301
N 3.721 3.866 -2.335 -0.111 0.390 0.619
C 5.065 3.443 -2.141 2.395 -1.531 -0.411
N 5.394 2.146 -2.840 -0.845 -1.433 1.202
C 4.699 1.047 -2.115 0.209 -0.013 0.525
P 2.822 1.194 -2.129 0.128 0.468 0.007
C 2.613 1.568 -3.979 0.320 -0.115 0.482
C 2.801 3.039 -1.576 -1.591 -0.575 -1.003
H 5.685 2.864 -4.677 -0.437 -0.074 -0.644
H 5.090 1.163 -4.668 0.189 -0.092 -0.112
H 2.331 4.196 -3.838 0.654 -0.682 -0.139
H 3.946 4.581 -4.335 0.309 -0.035 0.520
H 5.298 3.173 -1.088 -0.330 0.814 -0.421
H 5.860 4.126 -2.517 -0.996 0.099 0.289
H 5.026 1.116 -1.041 -0.250 -0.342 -0.862
H 4.932 0.020 -2.496 0.224 0.932 0.134
H 1.598 1.978 -4.040 0.151 0.164 -0.284
H 2.607 0.650 -4.625 0.404 0.801 0.574
H 2.894 3.061 -0.481 0.466 0.308 -0.291
H 1.769 3.424 -1.815 0.732 -0.348 0.347
```
Forces are in eV/Å.

The relative energy (zero: lowest compared OMol25 entry of this formula, charge and spin) comes out at 126.1 kJ/mol. As for the expectation value of S²: 2.002. As for the charge: +3. For the HOMO energy (alpha / beta), the calculation gives -13.6 / -13.6 eV. Its multiplicity is 3.


ORCA calculation (ωB97M-V/def2-TZVPD) on the ion C4H14N3OSi with charge +1.

Geometry as XYZ:
```
23
Properties=species:S:1:pos:R:3:forces:R:3
C 0.699 0.481 -1.935 0.680 -2.073 -3.054
C 0.569 1.436 2.243 -0.796 -0.400 -0.100
C -2.094 -0.002 0.240 -0.615 0.324 -0.253
C -0.239 -2.247 1.260 2.083 -0.268 -0.878
N 1.263 0.194 -3.135 0.289 1.746 -0.390
N 0.669 -0.477 -1.094 -1.311 -3.930 1.725
N 0.640 0.758 0.942 -1.847 0.165 2.329
O 0.071 1.564 -1.883 -0.479 3.179 -0.893
Si -0.306 -0.563 0.506 -0.245 0.850 -0.615
H 1.530 1.268 2.870 -2.055 0.539 -0.791
H 0.337 2.420 1.882 0.737 1.249 1.129
H -0.424 1.148 2.682 1.267 -0.054 0.496
H -2.513 -0.740 -0.453 0.123 0.245 -0.604
H -2.878 -0.138 1.032 1.197 0.460 -0.053
H -2.196 1.051 -0.200 0.050 -1.568 0.590
H 0.100 -2.925 0.415 -0.758 0.313 1.005
H 0.544 -2.382 2.057 -0.941 0.294 -0.658
H -1.232 -2.454 1.608 -0.379 -0.608 0.203
H 1.685 -0.685 -3.334 0.209 -0.492 0.311
H 1.633 0.943 -3.711 -0.488 0.031 0.105
H 0.912 -1.368 -1.561 0.149 0.730 0.738
H 1.545 0.790 0.655 2.937 -0.167 -1.286
H -0.316 1.928 -1.086 0.193 -0.564 0.942
```
Forces are in eV/Å.

The relative energy (zero: lowest compared OMol25 entry of this formula, charge and spin) comes out at 59.3 kJ/mol. Its SMILES is CN[Si](C)(C)/[NH+]=C(/N)O. As for the charge: +1. For the HOMO energy, the calculation gives -13.1 eV. Its multiplicity is 1.


ORCA calculation (ωB97M-V/def2-TZVPD) on a cluster of 2 separate species, C7H8 in total.

Geometry as XYZ:
```
15
Properties=species:S:1:pos:R:3:forces:R:3
C -0.916 -0.703 -1.431 -0.103 -0.009 0.085
C 0.175 -0.049 -0.613 0.321 0.143 -0.775
C -0.631 0.032 1.857 -0.669 0.323 0.715
C 1.052 -0.806 0.136 0.196 -0.294 0.847
C 1.437 -1.298 1.206 0.350 -0.051 -1.055
C 0.534 1.294 -0.956 -0.023 0.118 0.023
C 0.797 2.432 -1.263 -0.062 -0.270 0.087
H -0.566 -0.921 -2.447 -0.005 0.044 0.148
H -1.777 -0.034 -1.511 0.122 -0.091 0.009
H -1.236 -1.643 -0.971 0.068 0.137 -0.056
H -0.852 -0.896 1.372 0.002 0.123 0.060
H 0.219 0.654 1.670 -0.119 -0.060 0.030
H -1.336 0.370 2.619 0.115 -0.046 -0.136
H 2.064 -1.871 1.858 -0.155 0.120 -0.026
H 1.036 3.439 -1.526 -0.037 -0.188 0.045
```
Forces are in eV/Å.

The relative energy (zero: lowest compared OMol25 entry of this formula, charge and spin) comes out at 728.3 kJ/mol. As for the charge: 0. For the HOMO energy (alpha / beta), the calculation gives -8.4 / -7.9 eV. Its multiplicity is 1.


Which of these has the lowest charge? C7H8